Entry 1:
C22H30Cl57NO6PS as an isolated structure in a non-equilibrium geometry. Source: OMol25; level of theory: wB97M-V/def2-TZVPD.

Values from the calculation:
Max |F|: 7.82 eV/Å
HOMO: -11.830 eV
DFT total energy: -28332.57256 a.u.
HOMO-LUMO gap: 8.36 eV
Relative energy (zero: lowest compared OMol25 entry of this formula, charge and spin): 283.5 kJ/mol
Net charge: +1

Geometry (Å):
O  0.94  -4.12  -1.24
P  -0.39  -3.90  -1.90
O  -1.43  -5.05  -1.37
O  -1.01  -2.41  -1.53
N  -0.31  -4.12  -3.68
C  0.14  -2.89  -4.41
C  1.71  -2.67  -4.22
C  1.92  -1.16  -3.89
S  3.65  -0.62  -4.11
O  3.78  -0.05  -5.46
O  4.63  -1.69  -3.82
O  3.88  0.59  -3.00
H  -1.07  -5.48  -0.57
H  -1.51  -2.06  -2.29
H  -1.29  -4.31  -3.98
H  0.27  -4.96  -3.86
H  -0.03  -3.03  -5.50
H  -0.39  -1.96  -4.12
H  2.05  -3.36  -3.42
H  2.20  -2.98  -5.17
H  1.28  -0.55  -4.58
H  1.56  -0.96  -2.85
H  3.88  0.15  -2.13
C  3.97  2.73  -0.19
Cl  5.04  3.73  0.79
Cl  4.27  1.02  0.11
Cl  2.28  3.13  0.14
H  4.17  2.94  -1.23
C  4.03  2.63  4.60
Cl  5.12  3.58  5.61
Cl  4.29  0.90  4.85
Cl  2.34  3.05  4.93
H  4.24  2.85  3.56
C  -0.99  3.25  3.79
Cl  -1.03  3.73  2.09
Cl  -1.19  4.65  4.84
Cl  -2.25  2.05  4.13
H  -0.03  2.80  3.99
C  -0.97  1.37  -6.06
Cl  0.57  2.12  -6.49
Cl  -1.50  0.26  -7.34
Cl  -0.84  0.53  -4.50
H  -1.72  2.15  -5.96
C  -5.17  1.30  1.02
Cl  -5.87  1.78  -0.53
Cl  -3.65  2.15  1.30
Cl  -6.30  1.61  2.34
H  -4.96  0.24  0.99
C  0.59  -2.46  1.12
Cl  1.17  -2.57  2.78
Cl  -1.11  -1.98  1.08
Cl  1.56  -1.30  0.19
H  0.69  -3.44  0.66
C  4.44  7.36  2.94
Cl  3.71  5.94  3.70
Cl  5.67  8.07  4.00
Cl  5.13  6.94  1.38
H  3.66  8.11  2.79
C  -1.29  -6.86  0.52
Cl  -2.33  -6.94  -0.92
Cl  0.40  -7.02  0.06
Cl  -1.56  -5.35  1.39
H  -1.55  -7.68  1.17
C  -4.61  -3.47  3.52
Cl  -6.02  -3.12  2.51
Cl  -4.52  -5.19  3.90
Cl  -3.13  -2.94  2.70
H  -4.70  -2.92  4.44
C  -3.20  4.50  -4.42
Cl  -1.67  5.29  -4.82
Cl  -3.74  3.47  -5.74
Cl  -3.04  3.55  -2.94
H  -3.95  5.27  -4.26
C  -5.39  0.79  -8.34
Cl  -3.99  1.68  -8.96
Cl  -4.87  -0.66  -7.46
Cl  -6.38  1.81  -7.29
H  -5.99  0.48  -9.18
C  -0.98  4.51  -10.40
Cl  -2.41  5.54  -10.50
Cl  -1.39  2.95  -9.66
Cl  -0.27  4.27  -12.00
H  -0.24  5.00  -9.77
C  -9.51  -2.18  0.45
Cl  -10.57  -2.42  -0.94
Cl  -8.25  -3.42  0.50
Cl  -8.79  -0.57  0.42
H  -10.11  -2.27  1.35
C  2.62  -7.26  -2.30
Cl  4.05  -6.47  -2.97
Cl  1.17  -6.84  -3.25
Cl  2.83  -9.01  -2.25
H  2.47  -6.90  -1.28
C  4.35  -12.52  -1.28
Cl  5.79  -11.73  -1.95
Cl  2.92  -12.10  -2.23
Cl  4.57  -14.27  -1.23
H  4.21  -12.16  -0.27
C  9.14  4.18  4.71
Cl  7.84  5.37  4.63
Cl  8.52  2.61  5.23
Cl  9.96  4.04  3.15
H  9.86  4.51  5.45
C  5.91  2.90  9.86
Cl  4.63  4.11  9.76
Cl  5.27  1.34  10.38
Cl  6.74  2.75  8.30
H  6.64  3.23  10.59
C  -4.02  6.67  6.13
Cl  -4.06  7.16  4.43
Cl  -4.22  8.06  7.19
Cl  -5.26  5.45  6.45
H  -3.05  6.22  6.33
C  -3.86  4.15  10.03
Cl  -5.29  5.19  10.08
Cl  -4.23  2.55  10.68
Cl  -3.23  4.02  8.38
H  -3.09  4.60  10.65

Entry 2:
A single C27H30N2O3 molecule. Source: OMol25; level of theory: wB97M-V/def2-TZVPD.

Values from the calculation:
Max |F|: 0.69 eV/Å
HOMO: -7.837 eV
DFT total energy: -1382.13074 a.u.
HOMO-LUMO gap: 8.55 eV
Relative energy (zero: lowest compared OMol25 entry of this formula, charge and spin): 0.0 kJ/mol
SMILES string: COc1cccc(CN2CCc3ccc(NC(=O)CCc4ccc(C)cc4)cc3C2)c1O
Net charge: 0

Geometry (Å):
C  -0.91  -3.76  -0.83
O  -0.06  -2.89  -0.13
C  0.92  -2.24  -0.84
C  0.87  -2.02  -2.21
C  1.94  -1.40  -2.84
C  3.05  -1.02  -2.11
C  3.10  -1.19  -0.73
C  4.33  -0.77  0.04
N  4.34  0.57  0.61
C  4.19  1.63  -0.39
C  3.36  2.82  0.11
C  2.06  2.29  0.63
C  0.81  2.77  0.28
C  -0.33  2.17  0.78
C  -0.23  1.09  1.65
N  -1.40  0.47  2.10
C  -1.56  -0.85  2.42
O  -0.65  -1.64  2.53
C  -3.01  -1.24  2.59
C  -3.59  -1.66  1.23
C  -3.57  -0.53  0.24
C  -2.46  -0.33  -0.58
C  -2.42  0.74  -1.46
C  -3.48  1.63  -1.54
C  -3.43  2.78  -2.50
C  -4.58  1.43  -0.72
C  -4.63  0.36  0.16
C  1.03  0.63  2.04
C  2.16  1.22  1.52
C  3.55  0.75  1.81
C  2.02  -1.80  -0.09
O  2.05  -2.01  1.25
H  -1.42  -4.35  -0.07
H  -0.34  -4.43  -1.48
H  -1.65  -3.22  -1.43
H  0.02  -2.34  -2.79
H  1.91  -1.25  -3.91
H  3.90  -0.59  -2.62
H  5.20  -0.83  -0.63
H  4.49  -1.47  0.87
H  5.19  1.97  -0.68
H  3.69  1.24  -1.29
H  3.21  3.53  -0.70
H  3.90  3.33  0.91
H  0.72  3.60  -0.40
H  -1.31  2.53  0.49
H  -2.25  0.99  1.91
H  -3.59  -0.42  3.01
H  -3.06  -2.09  3.28
H  -4.62  -2.01  1.38
H  -3.00  -2.50  0.85
H  -1.62  -1.00  -0.51
H  -1.54  0.88  -2.07
H  -2.41  3.16  -2.60
H  -4.07  3.59  -2.18
H  -3.76  2.46  -3.49
H  -5.41  2.12  -0.77
H  -5.50  0.23  0.78
H  1.11  -0.18  2.74
H  4.07  1.50  2.43
H  3.53  -0.19  2.36
H  1.16  -2.27  1.55

Entry 3:
C4H7NO as an isolated structure in a non-equilibrium geometry. Source: OMol25; level of theory: wB97M-V/def2-TZVPD.

Values from the calculation:
Max |F|: 9.27 eV/Å
HOMO: -9.843 eV
DFT total energy: -286.43474 a.u.
HOMO-LUMO gap: 10.57 eV
Relative energy (zero: lowest compared OMol25 entry of this formula, charge and spin): 517.0 kJ/mol
Net charge: 0

Geometry (Å):
C  1.92  1.26  0.59
C  0.37  0.17  -0.86
C  -0.07  -1.36  -0.40
C  -1.22  0.52  0.16
N  1.60  0.43  -0.20
O  1.90  2.10  1.36
H  0.75  0.43  -1.74
H  0.52  -2.37  -0.53
H  -1.15  -1.47  -0.74
H  0.05  -1.26  0.71
H  -1.78  -0.42  0.54
H  -0.83  0.73  1.11
H  -2.06  1.23  0.01

Entry 4:
A single C2H6N2O molecule in a non-equilibrium geometry. Source: OMol25; level of theory: wB97M-V/def2-TZVPD.

Values from the calculation:
Max |F|: 3.65 eV/Å
HOMO: -9.458 eV
DFT total energy: -264.57322 a.u.
HOMO-LUMO gap: 10.22 eV
Relative energy (zero: lowest compared OMol25 entry of this formula, charge and spin): 37.0 kJ/mol
SMILES string: CNC(N)=O
Net charge: 0

Geometry (Å):
C  0.51  -0.84  1.35
N  0.22  0.22  0.45
C  -0.16  -0.05  -0.86
N  -0.46  1.09  -1.56
O  -0.13  -1.18  -1.35
H  -0.35  -1.05  2.03
H  0.69  -1.73  0.74
H  1.39  -0.55  2.02
H  -0.15  1.15  0.84
H  -0.53  2.04  -1.21
H  -1.03  0.91  -2.46

Entry 5:
C4H6FIrO4 as an isolated structure in a non-equilibrium geometry. Source: OMol25; level of theory: wB97M-V/def2-TZVPD.

Values from the calculation:
Max |F|: 4.41 eV/Å
HOMO (alpha / beta): -18.863 / -20.442 eV
DFT total energy: -660.21361 a.u.
HOMO-LUMO gap (alpha / beta): 9.25 / 8.62 eV
Relative energy (zero: lowest compared OMol25 entry of this formula, charge and spin): 62.4 kJ/mol
2S+1: 5
Net charge: +2

Geometry (Å):
C  -1.59  -0.43  0.53
O  -0.49  -0.46  -0.39
H  -1.43  0.37  1.27
H  -2.49  -0.23  -0.05
H  -1.67  -1.40  1.03
C  -0.08  2.44  0.06
O  1.51  -1.46  -0.79
C  0.90  -0.76  0.16
C  1.51  0.61  0.43
O  0.69  1.61  -0.37
O  -0.65  3.22  0.65
F  -0.97  -2.23  -3.23
H  0.77  -1.27  1.13
H  1.43  0.96  1.47
H  2.51  0.72  0.02
Ir  0.04  -1.68  -1.93

Entry 6:
C31H35BrN4O5RuS3 as an isolated structure in a non-equilibrium geometry. Source: OMol25; level of theory: wB97M-V/def2-TZVPD.

Values from the calculation:
Max |F|: 1.10 eV/Å
HOMO (alpha / beta): -13.172 / -13.434 eV
DFT total energy: -5660.44989 a.u.
HOMO-LUMO gap (alpha / beta): 7.71 / 4.76 eV
2S+1: 5
Net charge: +2

Geometry (Å):
Ru  1.02  0.23  0.48
C  -0.14  -6.78  3.58
C  0.26  -5.33  3.54
C  0.26  -4.63  2.34
C  0.65  -3.30  2.30
C  1.04  -2.67  3.47
C  1.06  -3.35  4.68
C  0.66  -4.68  4.71
S  1.47  -0.95  3.48
O  0.28  -0.15  3.57
O  2.52  -0.72  4.42
N  2.04  -0.67  1.93
C  3.31  -1.10  1.60
C  4.15  -1.93  2.32
C  5.43  -2.24  1.83
C  5.90  -1.71  0.66
C  5.08  -0.85  -0.10
C  5.47  -0.23  -1.30
C  4.60  0.63  -1.93
C  3.33  0.84  -1.39
N  2.90  0.23  -0.30
C  3.78  -0.58  0.37
H  -0.88  -7.01  2.82
H  -0.53  -7.06  4.55
H  0.74  -7.40  3.38
H  -0.02  -5.14  1.43
H  0.67  -2.76  1.36
H  1.38  -2.84  5.58
H  0.69  -5.22  5.65
H  3.83  -2.34  3.27
H  6.06  -2.91  2.41
H  6.90  -1.93  0.31
H  6.45  -0.43  -1.71
H  4.89  1.15  -2.83
H  2.64  1.51  -1.87
C  -0.96  1.65  -6.13
N  -0.48  2.53  -5.08
C  -0.79  3.96  -5.07
C  -0.05  4.47  -3.82
N  0.71  3.29  -3.41
C  0.37  2.21  -4.12
S  0.94  0.62  -3.83
H  -2.03  1.80  -6.26
H  -0.77  0.62  -5.86
H  -0.46  1.87  -7.07
H  -1.86  4.10  -5.00
H  -0.43  4.44  -5.98
H  -0.73  4.78  -3.03
H  0.63  5.30  -4.04
H  1.22  3.26  -2.54
Br  -5.25  5.02  -2.48
C  -3.65  4.16  -1.96
C  -3.35  2.90  -2.48
C  -2.20  2.25  -2.06
C  -1.35  2.86  -1.14
C  -1.65  4.13  -0.64
C  -2.79  4.79  -1.06
C  -0.16  2.13  -0.66
O  0.59  2.57  0.24
O  0.10  0.98  -1.21
H  -4.03  2.44  -3.18
H  -1.96  1.27  -2.43
H  -0.98  4.59  0.07
H  -3.03  5.77  -0.69
C  -3.88  -0.74  3.57
C  -2.93  0.17  2.80
S  -1.90  -0.90  1.77
O  -0.99  0.03  0.94
C  -3.10  -1.40  0.48
C  -3.96  -0.27  -0.07
H  -4.43  -0.16  4.31
H  -3.33  -1.52  4.09
H  -4.61  -1.22  2.91
H  -2.22  0.67  3.45
H  -3.45  0.89  2.17
H  -3.69  -2.21  0.90
H  -2.46  -1.80  -0.30
H  -4.78  -0.02  0.61
H  -4.40  -0.57  -1.01
H  -3.36  0.62  -0.25

Entry 7:
A single C2H3NO3 molecule in a non-equilibrium geometry. Source: OMol25; level of theory: wB97M-V/def2-TZVPD.

Values from the calculation:
Max |F|: 3.28 eV/Å
HOMO: -10.731 eV
DFT total energy: -358.40909 a.u.
HOMO-LUMO gap: 10.56 eV
Relative energy (zero: lowest compared OMol25 entry of this formula, charge and spin): 316.6 kJ/mol
SMILES string: O=C(O)/C=N/O
Net charge: 0

Geometry (Å):
O  1.67  1.57  0.01
C  1.27  0.43  0.02
O  2.13  -0.69  -0.10
C  -0.10  -0.04  0.09
N  -1.10  0.72  -0.20
O  -2.25  0.00  -0.01
H  1.57  -1.54  -0.36
H  -0.18  -1.10  0.58
H  -3.01  0.65  -0.02

Entry 8:
C20H55N5O5 as an isolated structure in a non-equilibrium geometry. Source: OMol25; level of theory: wB97M-V/def2-TZVPD.

Values from the calculation:
Max |F|: 11.34 eV/Å
HOMO: -7.815 eV
DFT total energy: -1444.17376 a.u.
HOMO-LUMO gap: 8.41 eV
Relative energy (zero: lowest compared OMol25 entry of this formula, charge and spin): 1894.1 kJ/mol
Net charge: 0

Geometry (Å):
C  -4.36  5.05  30.57
C  -3.50  6.37  30.48
C  -3.95  7.31  29.40
O  -3.95  6.88  28.13
C  -2.90  7.35  27.29
N  -3.36  7.00  31.82
H  -4.16  4.48  31.48
H  -4.00  4.33  29.84
H  -5.41  5.34  30.46
H  -2.48  6.10  30.22
H  -3.58  8.34  29.48
H  -5.03  7.40  29.45
H  -2.93  8.43  27.15
H  -2.91  7.03  26.25
H  -1.94  6.99  27.67
H  -3.02  7.95  31.75
H  -2.80  6.49  32.48
C  -1.17  8.44  26.64
C  0.29  8.21  26.49
C  0.90  7.11  27.34
O  2.35  7.11  27.21
C  2.92  5.94  27.70
N  0.54  8.07  25.03
H  -1.42  9.49  26.45
H  -1.59  8.21  27.61
H  -1.78  7.90  25.92
H  0.89  9.09  26.70
H  0.43  6.17  27.05
H  0.57  7.26  28.37
H  2.38  5.52  28.55
H  3.97  6.01  27.95
H  2.86  5.19  26.91
H  0.18  8.93  24.65
H  1.54  8.07  24.85
C  -1.18  10.19  24.13
C  -2.60  9.81  23.76
C  -3.56  9.55  24.92
O  -3.62  10.61  25.85
C  -4.42  10.37  26.93
N  -3.16  10.72  22.83
H  -1.13  10.78  25.04
H  -0.72  10.82  23.36
H  -0.59  9.28  24.22
H  -2.63  8.83  23.28
H  -3.17  8.64  25.37
H  -4.59  9.33  24.64
H  -5.47  10.51  26.65
H  -4.18  10.94  27.82
H  -4.47  9.33  27.25
H  -3.39  11.56  23.34
H  -4.03  10.31  22.53
C  -4.18  3.59  26.40
C  -3.32  3.67  25.11
C  -2.19  4.63  25.23
O  -2.67  5.93  25.47
C  -1.71  6.93  25.03
N  -2.74  2.38  24.77
H  -5.03  2.90  26.40
H  -4.44  4.58  26.76
H  -3.54  3.10  27.13
H  -3.85  4.06  24.24
H  -1.73  4.62  24.24
H  -1.49  4.24  25.96
H  -1.23  6.81  24.06
H  -0.84  6.77  25.67
H  -2.11  7.94  25.12
H  -2.14  2.44  23.95
H  -2.01  2.22  25.45
C  0.44  1.88  22.48
C  -0.66  2.92  22.92
C  -0.55  4.32  22.39
O  0.54  4.97  23.05
C  0.55  6.36  22.76
N  -2.04  2.38  22.83
H  0.33  0.96  23.06
H  1.48  2.19  22.60
H  0.39  1.52  21.45
H  -0.48  2.96  23.99
H  -1.49  4.86  22.44
H  -0.42  3.95  21.37
H  1.30  6.74  23.45
H  -0.37  6.91  22.95
H  0.88  6.68  21.77
H  -2.07  1.38  22.70
H  -2.61  2.66  22.05

Please write out number 7 again, unchanged.
A single C2H3NO3 molecule in a non-equilibrium geometry. Source: OMol25; level of theory: wB97M-V/def2-TZVPD.

Values from the calculation:
Max |F|: 3.28 eV/Å
HOMO: -10.731 eV
DFT total energy: -358.40909 a.u.
HOMO-LUMO gap: 10.56 eV
Relative energy (zero: lowest compared OMol25 entry of this formula, charge and spin): 316.6 kJ/mol
SMILES string: O=C(O)/C=N/O
Net charge: 0

Geometry (Å):
O  1.67  1.57  0.01
C  1.27  0.43  0.02
O  2.13  -0.69  -0.10
C  -0.10  -0.04  0.09
N  -1.10  0.72  -0.20
O  -2.25  0.00  -0.01
H  1.57  -1.54  -0.36
H  -0.18  -1.10  0.58
H  -3.01  0.65  -0.02